# 1
Density functional theory data (wB97M-V/def2-TZVPD) for a molecular structure, C53H66AsIrN5O3S2Si.

Computed properties:
LUMO level (alpha / beta) (eV): -3.960 / -3.921
HOMO level (alpha / beta) (Ha): -0.350 / -0.350
Net charge: +1
Energy above the lowest of the compared OMol25 structures with the same formula, charge and spin (kcal per mole): 0.0

Last column: Mulliken charge in e.
CARTESIAN COORDINATES (ANGSTROEM)
Ir1 0.91146 0.95927 0.56977  3.921
C1 1.10090 -1.98642 0.73334  -1.586
N1 1.86084 -0.93675 1.46367  1.356
C2 3.30137 -1.13107 1.24804  -1.080
C3 1.43609 -0.98536 2.84693  -0.083
C4 2.03405 -1.85497 3.74244  -0.380
C5 1.48830 -2.07370 4.99655  -1.351
C6 0.26412 -1.49483 5.29291  -1.144
C7 -0.31455 -0.59165 4.42200  -1.123
C8 0.32747 -0.21033 3.23456  1.002
N2 -0.01657 0.86594 2.44426  0.664
C9 -0.62747 2.02682 2.87917  0.184
C10 -0.92477 2.35680 4.21504  -0.524
C11 -1.48250 3.57217 4.55975  -1.331
C12 -1.75787 4.52385 3.59017  -1.304
C13 -1.41065 4.24733 2.28028  -0.142
C14 -0.83954 3.03729 1.92808  -0.514
N3 -0.41831 2.81406 0.55446  0.977
C15 0.36569 3.93100 -0.00372  -0.924
C16 -1.60336 2.54324 -0.28426  -1.384
H1 1.30993 -2.97333 1.15981  0.524
H2 1.38970 -1.97561 -0.31731  0.247
H3 0.03463 -1.78840 0.81795  0.549
H4 3.57829 -2.18625 1.30975  0.550
H5 3.87006 -0.56542 1.98443  0.492
H6 3.55868 -0.77809 0.24967  -0.374
H7 2.91557 -2.40516 3.44070  0.468
H8 1.98506 -2.72735 5.69936  0.455
H9 -0.25400 -1.75354 6.20681  0.465
H10 -1.29166 -0.19185 4.64055  0.730
H11 -0.64786 1.67794 5.00379  0.656
H12 -1.68809 3.77574 5.60229  0.509
H13 -2.18182 5.48162 3.85660  0.467
H14 -1.56805 4.99752 1.51532  0.466
H15 -0.25964 4.78789 -0.26671  0.529
H16 0.86621 3.59243 -0.91042  -0.168
H17 1.11691 4.24349 0.71876  0.335
H18 -2.32784 3.35705 -0.18973  0.451
H19 -2.06657 1.61406 0.04132  0.387
H20 -1.30573 2.44287 -1.32597  0.260
C17 0.82424 2.74522 -4.42952  -1.156
C18 -0.03503 1.61287 -4.98552  1.613
C19 -0.01459 1.61679 -6.50979  -1.873
C20 -1.46875 1.72858 -4.47151  -1.255
O1 0.49154 0.34409 -4.57522  1.125
Si1 1.30399 -0.25582 -3.32052  -3.031
S1 0.20263 0.23014 -1.54662  -0.118
O2 1.43073 -1.85735 -3.49028  -0.030
C21 0.58328 -2.91953 -3.96470  1.695
C22 0.14076 -2.66088 -5.40229  -1.655
C23 1.43028 -4.18589 -3.90260  -1.824
C24 -0.63257 -3.03142 -3.04811  -1.662
O3 2.80956 0.32824 -3.08697  1.092
C25 3.99366 0.03300 -3.86865  1.806
C26 4.69302 -1.15547 -3.21673  -1.568
C27 3.62768 -0.29593 -5.31418  -1.528
C28 4.89072 1.27903 -3.84212  -1.971
H21 0.41609 3.71103 -4.72555  0.625
H22 1.84662 2.66527 -4.80352  0.157
H23 0.85216 2.68712 -3.33827  0.026
H24 -0.48241 2.52745 -6.88417  0.420
H25 -0.56558 0.75713 -6.89107  0.320
H26 1.00895 1.56321 -6.88233  0.377
H27 -1.86901 2.71931 -4.68796  0.482
H28 -1.49273 1.55236 -3.39619  -0.034
H29 -2.10313 0.98341 -4.95334  0.326
H30 1.00332 -2.63212 -6.07002  0.392
H31 -0.37865 -1.70928 -5.47538  0.175
H32 -0.52603 -3.45927 -5.72830  0.504
H33 2.28460 -4.09848 -4.57462  0.390
H34 0.83551 -5.04641 -4.20900  0.437
H35 1.79372 -4.35222 -2.88768  0.325
H36 -1.25535 -2.13863 -3.13738  0.319
H37 -0.30927 -3.12289 -2.00910  0.191
H38 -1.22553 -3.90747 -3.31045  0.690
H39 4.03770 -2.02589 -3.24503  0.114
H40 4.92592 -0.93051 -2.17375  0.281
H41 5.62111 -1.38333 -3.74171  0.473
H42 2.99158 -1.17989 -5.35687  0.153
H43 4.53370 -0.48628 -5.88777  0.668
H44 3.08928 0.53721 -5.76931  0.281
H45 5.60833 1.23822 -3.01841  0.361
H46 4.28437 2.18202 -3.76126  0.414
H47 5.46768 1.34465 -4.76336  0.458
C29 -6.53378 -3.37507 -1.37297  -0.483
C30 -5.21870 -3.71825 -1.65346  -0.721
C31 -4.17773 -3.01742 -1.06545  -0.164
C32 -4.43931 -1.97814 -0.17648  0.560
C33 -5.75749 -1.62379 0.08236  -0.290
C34 -6.79969 -2.32095 -0.51239  -0.796
As1 -2.89867 -1.07770 0.65417  0.546
C35 -3.81514 -0.02351 2.00955  -0.556
C36 -4.41758 1.21467 1.84156  -0.266
C37 -4.97394 1.87215 2.93042  -0.789
C38 -4.91685 1.29305 4.19086  -1.004
C39 -4.34687 0.04057 4.36206  -0.214
C40 -3.80169 -0.63127 3.27260  0.285
C41 -3.19613 -1.97083 3.30178  0.862
C42 -3.11950 -2.80948 4.40821  -0.350
C43 -2.52817 -4.05717 4.29353  -0.926
C44 -2.01379 -4.48156 3.07548  -0.862
C45 -2.08074 -3.64667 1.96850  -0.393
C46 -2.66998 -2.39722 2.07729  0.174
H48 -7.34768 -3.92211 -1.82988  0.384
H49 -5.00587 -4.53118 -2.33582  0.417
H50 -3.14909 -3.28196 -1.29122  0.158
H51 -5.97754 -0.80569 0.75667  0.348
H52 -7.82294 -2.03960 -0.29947  0.407
H53 -4.47768 1.65860 0.85361  0.435
H54 -5.45966 2.82978 2.79469  0.464
H55 -5.33727 1.81412 5.04114  0.429
H56 -4.34223 -0.41103 5.34692  0.416
H57 -3.52733 -2.49845 5.36273  0.405
H58 -2.46977 -4.70763 5.15663  0.417
H59 -1.57342 -5.46624 2.98691  0.460
H60 -1.69545 -3.98254 1.01118  0.429
N4 3.54805 2.06239 -0.78987  0.201
C47 3.69290 2.19738 0.53304  0.185
N5 2.74693 2.01352 1.42727  0.509
C48 3.20878 2.26138 2.72030  -1.605
C49 2.47804 2.18727 3.89967  -0.343
C50 3.11228 2.43130 5.10449  -0.864
C51 4.45831 2.78173 5.15349  -0.740
C52 5.19373 2.89448 3.98615  -0.463
C53 4.55741 2.63250 2.78514  0.845
S2 5.23941 2.69568 1.17677  -0.366
H61 2.75306 1.55484 -1.16386  -0.953
H62 4.35535 2.12300 -1.38455  0.248
H63 1.42937 1.93843 3.86946  1.003
H64 2.55140 2.35069 6.02595  0.502
H65 4.93720 2.95918 6.10635  0.411
H66 6.23680 3.17896 4.01517  0.430



# 2
Density functional theory data (wB97M-V/def2-TZVPD) for a molecular structure, C48H101NNbO21S2.

Computed properties:
LUMO level (eV): 1.493
HOMO level (Ha): -0.170
Net charge: -1

Last column: Mulliken charge in e.
CARTESIAN COORDINATES (ANGSTROEM)
C1 -1.02274 1.12490 -0.38066  -1.139
C2 0.04129 -0.00842 -0.69072  0.211
C3 1.46172 0.57011 -1.11145  -0.550
C4 1.83095 0.00734 -2.53488  -0.357
C5 2.94767 -1.09692 -2.55106  -0.304
C6 2.89220 -2.11672 -1.36216  -1.028
C7 1.89577 -3.31483 -1.60941  1.028
C8 2.61786 -4.39613 -2.50937  -1.882
N1 1.54982 -5.27156 -3.04014  0.970
C9 1.02601 -6.22714 -2.03900  -1.430
C10 -0.52142 -5.95041 -1.88580  0.450
C11 -1.22573 -6.87952 -0.82217  -0.076
C12 -2.05927 -7.97106 -1.60980  -1.092
C13 -3.62905 -7.69701 -1.55537  -0.324
C14 -4.06821 -6.95327 -2.88407  -0.265
C15 -4.62729 -7.95015 -3.96468  -0.551
C16 -5.84378 -8.81422 -3.47536  -1.069
C17 1.90185 -5.91199 -4.27822  -0.020
S1 3.38840 -6.58651 -4.58487  -0.238
S2 0.56719 -5.92300 -5.56503  -0.189
C18 0.68438 -4.33729 -6.51262  -0.671
C19 1.06371 -3.05188 -5.67736  1.113
C20 -0.08418 -1.96298 -5.55352  -1.311
Nb1 -1.94886 -2.64128 -4.38052  -1.282
C21 -3.39013 -1.60790 -5.85410  -0.868
C22 -4.29819 -0.63049 -4.97949  0.053
C23 -5.66136 -0.26389 -5.67734  -0.710
C24 -6.69393 0.47590 -4.74858  -0.393
C25 -6.91407 -0.19000 -3.34883  -0.371
C26 -7.89551 0.66705 -2.42877  -0.500
C27 -7.05793 1.42651 -1.33725  -1.116
H1 -1.90375 1.07095 -1.05983  0.248
H2 -1.41569 1.04742 0.66743  0.238
H3 -0.58250 2.15044 -0.47071  0.322
H4 0.12477 -0.61175 0.25438  0.314
H5 -0.37391 -0.71912 -1.44777  -0.161
H6 2.21682 0.36263 -0.32250  0.089
H7 1.36876 1.68616 -1.16298  0.414
H8 2.24144 0.87688 -3.12111  0.376
H9 0.90429 -0.28931 -3.08797  -0.257
H10 3.98374 -0.68594 -2.65567  0.436
H11 2.78323 -1.69785 -3.48929  -0.021
H12 2.69729 -1.66916 -0.36244  0.448
H13 3.91672 -2.58183 -1.29300  0.376
H14 1.01480 -2.95714 -2.19071  -0.840
H15 1.56489 -3.79404 -0.65875  0.457
H16 3.11036 -3.85295 -3.35555  0.609
H17 3.35750 -5.01701 -1.94323  0.300
H18 1.15674 -7.29391 -2.36846  0.319
H19 1.51237 -6.09119 -1.04143  0.306
H20 -0.96077 -6.02845 -2.91041  -0.311
H21 -0.63659 -4.88271 -1.58134  0.049
H22 -1.94756 -6.23110 -0.26405  -0.129
H23 -0.46873 -7.32315 -0.12429  0.495
H24 -1.79096 -8.01296 -2.68908  0.441
H25 -1.83850 -8.96256 -1.14119  0.439
H26 -3.92446 -7.08896 -0.66937  0.213
H27 -4.09865 -8.70604 -1.44962  0.253
H28 -3.17160 -6.46312 -3.32642  -0.083
H29 -4.80236 -6.13091 -2.68421  0.414
H30 -3.77992 -8.58468 -4.32857  0.226
H31 -4.98035 -7.33320 -4.82500  0.377
H32 -6.51121 -8.17222 -2.85666  0.263
H33 -5.46084 -9.63732 -2.81742  0.261
H34 -6.39241 -9.31194 -4.31097  0.360
H35 1.46905 -4.46260 -7.30396  0.363
H36 -0.30311 -4.17557 -7.01543  0.347
H37 1.91520 -2.56257 -6.22903  0.348
H38 1.43157 -3.26630 -4.64897  -0.854
H39 -0.34852 -1.56726 -6.56616  0.576
H40 0.31297 -1.08637 -4.96286  0.032
H41 -2.03883 -4.20863 -5.30724  0.009
H42 -0.78947 -3.33525 -3.15366  0.706
H43 -1.98427 -1.08302 -3.40926  0.246
H44 -3.39475 -3.22159 -3.41430  0.008
H45 -2.73331 -1.04165 -6.56782  0.276
H46 -4.01828 -2.36309 -6.38507  0.381
H47 -4.50758 -1.15074 -4.01365  0.122
H48 -3.67926 0.27584 -4.78061  0.229
H49 -6.13723 -1.19628 -6.08440  0.340
H50 -5.42799 0.40414 -6.54050  0.130
H51 -6.37181 1.54351 -4.66721  0.157
H52 -7.69266 0.48922 -5.26712  0.320
H53 -5.96218 -0.28734 -2.76987  0.191
H54 -7.38992 -1.19079 -3.47495  0.237
H55 -8.55309 -0.05592 -1.87941  0.284
H56 -8.52795 1.34469 -3.05363  0.340
H57 -7.77896 2.00205 -0.70057  0.366
H58 -6.33413 2.15256 -1.77807  0.254
H59 -6.53889 0.65233 -0.71878  0.300
C28 4.70243 4.28484 -1.79401  -0.600
O1 5.77573 3.85509 -0.95733  -0.327
C29 5.58828 2.64927 -0.41301  0.756
O2 4.63104 1.94611 -0.57339  -0.535
O3 6.65471 2.36494 0.34105  -0.235
C30 6.58902 1.09404 0.98861  -0.607
H60 4.96208 5.26953 -2.17842  0.205
H61 4.57419 3.60433 -2.63618  0.285
H62 3.77735 4.36626 -1.22267  0.282
H63 6.53409 0.28986 0.25437  0.306
H64 5.73779 1.05166 1.66855  0.329
H65 7.50335 0.97480 1.56786  0.119
C31 -2.35464 -5.57648 2.63050  -0.624
O4 -3.20716 -5.65663 3.77444  -0.334
C32 -4.49061 -5.87458 3.48128  0.771
O5 -4.95247 -6.00196 2.38141  -0.532
O6 -5.17415 -5.92693 4.63017  -0.348
C33 -6.57079 -6.15665 4.46225  -0.624
H66 -1.34155 -5.39832 2.98639  0.313
H67 -2.36675 -6.51360 2.07400  0.277
H68 -2.64729 -4.74466 1.98908  0.317
H69 -6.74778 -7.11704 3.97709  0.292
H70 -7.02827 -5.34857 3.89077  0.292
H71 -7.01967 -6.17941 5.45374  0.215
C34 9.81811 3.73657 2.39172  -0.612
O7 10.09295 2.55681 3.14763  -0.278
C35 11.37447 2.42240 3.50920  0.844
O8 12.26550 3.18729 3.25529  -0.558
O9 11.48860 1.28663 4.20285  -0.344
C36 12.81283 1.01164 4.65498  -0.644
H72 8.75614 3.74204 2.15276  0.220
H73 10.04447 4.62929 2.97560  0.258
H74 10.38143 3.73398 1.45846  0.321
H75 13.16068 1.79557 5.32843  0.278
H76 13.49340 0.90186 3.81025  0.299
H77 12.78241 0.07129 5.20189  0.225
C37 6.25549 6.92417 7.05505  -0.612
O10 7.47795 7.09730 6.33606  -0.339
C38 8.34374 6.09310 6.48541  0.771
O11 8.17394 5.10618 7.14832  -0.550
O12 9.43424 6.37721 5.76653  -0.347
C39 10.45058 5.37859 5.83356  -0.574
H78 5.63219 7.79456 6.86071  0.279
H79 5.72706 6.03606 6.70955  0.278
H80 6.44475 6.86514 8.12711  0.294
H81 10.08468 4.43005 5.43768  0.187
H82 10.80559 5.25731 6.85744  0.359
H83 11.28442 5.70960 5.21696  0.245
C40 -7.61330 5.73320 -6.74358  -0.613
O13 -6.36161 5.76479 -7.42520  -0.332
C41 -5.59844 4.68778 -7.20757  0.821
O14 -5.88309 3.75110 -6.51578  -0.529
O15 -4.46433 4.83734 -7.89505  -0.326
C42 -3.55116 3.74750 -7.74969  -0.621
H84 -8.14391 6.65066 -6.99229  0.208
H85 -8.21120 4.88371 -7.07499  0.286
H86 -7.46354 5.69863 -5.66409  0.282
H87 -3.99321 2.82211 -8.11947  0.295
H88 -3.24568 3.63662 -6.70913  0.293
H89 -2.67144 3.97642 -8.34815  0.213
C43 0.61351 6.07224 7.05590  -0.610
O16 0.89811 4.89420 7.81014  -0.336
C44 2.17756 4.77147 8.16837  0.802
O17 3.06074 5.54518 7.91319  -0.517
O18 2.30587 3.63751 8.86068  -0.320
C45 3.63541 3.37721 9.30943  -0.606
H90 -0.44924 6.06608 6.82219  0.215
H91 0.83435 6.96606 7.64007  0.281
H92 1.17411 6.07571 6.12074  0.304
H93 3.97611 4.16476 9.98230  0.275
H94 4.31515 3.27544 8.46308  0.289
H95 3.61721 2.43636 9.85593  0.215
C46 -5.09581 8.96451 7.07722  -0.639
O19 -3.90953 8.33795 7.56247  -0.292
C47 -3.92713 8.07851 8.87240  0.745
O20 -4.82631 8.32441 9.62891  -0.538
O21 -2.76818 7.49718 9.19258  -0.228
C48 -2.64553 7.16033 10.57341  -0.647
H96 -4.96656 9.12498 6.00866  0.218
H97 -5.96194 8.32044 7.23065  0.293
H98 -5.24589 9.93088 7.55932  0.292
H99 -3.41455 6.44480 10.86519  0.308
H100 -2.69786 8.05506 11.19441  0.298
H101 -1.67001 6.69774 10.71102  0.193



Number 1: F_max 3.6 eV/A, E_tot -5984.7048 a.u.. Number 2: F_max 2.3 eV/A, E_tot -4377.3633 a.u..